{"formula": "C11H29CuF3N4O13PS3", "method": "ωB97M-V/def2-TZVPD", "elements": ["Cu", "S", "O", "O", "O", "O", "S", "O", "O", "O", "O", "C", "F", "F", "F", "S", "O", "O", "O", "O", "P", "N", "C", "C", "N", "C", "C", "N", "C", "C", "H", "H", "H", "H", "H", "H", "H", "H", "H", "H", "H", "H", "H", "H", "H", "H", "H", "H", "C", "C", "C", "O", "C", "N", "H", "H", "H", "H", "H", "H", "H", "H", "H", "H", "H"], "positions_angstrom": [[-1.6770, -0.0622, 1.1449], [-4.3736, 1.1915, 3.0206], [-5.4724, 0.5513, 2.3755], [-4.5124, 2.6263, 3.0500], [-4.3252, 0.7318, 4.4441], [-3.0957, 0.7444, 2.3670], [-3.1897, -2.3429, 1.0814], [-2.1153, -1.9239, 1.9667], [-4.5065, -2.0839, 1.6987], [-2.9950, -1.3191, 0.0603], [-2.9928, -3.7398, 0.6986], [1.2371, 3.2322, 3.1839], [2.0916, 2.2350, 3.4470], [1.2546, 4.3035, 4.0496], [1.6526, 3.6516, 1.9823], [-0.4606, 2.5247, 2.9530], [-0.9604, 2.2277, 4.2834], [-1.1932, 3.5147, 2.1887], [-0.3776, 1.2965, 2.1573], [0.0729, -1.1253, 0.0486], [1.3409, -1.8039, -0.3038], [1.4448, -3.5249, 0.0535], [1.5455, -4.0360, 1.3642], [0.8190, -4.4713, -0.7809], [2.7674, -1.1616, 0.4051], [2.6689, -0.1849, 1.4667], [3.9270, -1.9442, 0.5235], [1.7721, -1.5620, -1.9636], [0.7363, -1.1662, -2.9101], [3.0999, -1.6825, -2.5563], [0.6258, -4.4199, 1.8057], [1.6940, -3.1892, 2.0342], [2.4198, -4.6687, 1.5173], [0.7673, -3.9612, -1.7428], [-0.1624, -4.7043, -0.3679], [1.4618, -5.3262, -0.9909], [2.1314, 0.6132, 0.9546], [2.2564, -0.6278, 2.3732], [3.5995, 0.3106, 1.7433], [3.6879, -2.9532, 0.1874], [4.7122, -1.6021, -0.1507], [4.4001, -2.0964, 1.4936], [0.6442, -0.0990, -3.1118], [0.8683, -1.6202, -3.8922], [-0.2324, -1.6054, -2.6713], [3.5363, -0.7194, -2.8213], [2.8953, -2.1711, -3.5090], [3.8748, -2.0133, -1.8648], [-3.4234, 2.1736, -1.3824], [-1.9786, 1.9124, -1.7433], [-1.3363, 3.3438, -1.9597], [0.0598, 3.2380, -2.0669], [0.7250, 3.6800, -3.2465], [-1.3695, 1.3751, -0.5354], [-3.9725, 1.2346, -1.4532], [-4.0104, 2.9231, -1.9132], [-3.6257, 2.4134, -0.3385], [-1.9033, 1.1232, -2.4913], [-1.4859, 3.9497, -1.0661], [-1.8109, 3.8041, -2.8263], [1.7238, 4.0657, -3.0426], [0.2730, 4.5136, -3.7840], [0.5401, 2.8577, -3.9378], [-1.3604, 2.1256, 0.1405], [-0.4078, 1.4233, -0.8401]], "forces_ev_per_a": [[-1.3, -1.7, -0.8], [3.9, -1.2, -1.5], [-2.1, -0.6, -0.2], [-0.1, 1.1, 0.3], [-0.6, 0.0, 0.5], [-1.7, 1.5, 1.0], [-3.9, -1.0, 2.0], [3.5, 0.8, 3.1], [0.9, -1.2, -0.5], [0.7, 2.1, -3.8], [0.1, 0.1, -0.8], [-0.7, -0.2, -1.2], [0.3, 0.5, 1.6], [0.5, -1.8, -0.8], [0.2, 1.0, -0.2], [-4.1, -1.2, 0.8], [1.3, 0.9, -0.4], [1.0, 0.7, 0.3], [2.1, -0.1, -0.2], [1.4, -0.4, -0.4], [1.2, -0.5, -0.3], [0.7, 2.3, -0.7], [0.4, 1.8, 2.3], [-0.4, 0.6, -1.8], [-0.7, -0.5, 0.8], [-0.8, 1.1, -0.7], [1.2, -2.1, -1.0], [-1.1, -0.4, 1.0], [-0.5, -0.8, -0.3], [-0.6, 0.9, 0.3], [-0.2, -0.6, -0.5], [0.4, 0.2, 0.3], [-0.1, -0.5, -0.2], [-0.7, -0.3, -0.4], [-0.2, -0.4, -0.4], [0.0, -0.4, 0.4], [-0.8, 0.3, 1.3], [-0.5, 0.5, 0.0], [0.5, -0.5, -0.4], [0.3, -0.2, -0.1], [0.4, 0.3, 0.0], [-0.5, 0.5, 0.5], [0.0, 0.2, 0.4], [0.7, -0.2, -0.2], [-0.1, 0.5, 0.7], [-0.4, 0.7, -0.2], [1.0, -0.7, 0.1], [-0.5, -1.1, -0.4], [-1.8, -0.9, 0.2], [-1.2, 2.0, 1.6], [-0.3, -1.5, -0.7], [1.5, 0.9, -0.2], [-1.6, -0.4, -0.1], [1.2, 0.1, 0.1], [-0.1, -0.1, -0.2], [0.4, 0.1, -0.6], [0.8, 0.2, 0.3], [0.3, 0.6, -0.6], [-0.6, -0.1, 0.1], [0.2, 0.3, -0.2], [0.2, -1.0, 0.1], [-0.7, 0.5, 0.4], [1.3, -0.2, -0.5], [-0.4, 0.5, 0.6], [0.9, -0.9, 0.6]], "orbital_gap_ha": [0.214, 0.208], "total_charge": -2, "spin_multiplicity": 3, "e_homo_ev": [-1.9768, -1.9275]}

=====

{"formula": "C11H29FeN8O20", "method": "ωB97M-V/def2-TZVPD", "elements": ["Fe", "C", "C", "O", "H", "H", "H", "H", "H", "C", "O", "O", "O", "C", "N", "O", "O", "H", "H", "H", "C", "N", "O", "O", "H", "H", "H", "C", "N", "O", "O", "H", "H", "H", "C", "N", "O", "O", "H", "H", "H", "C", "N", "O", "O", "H", "H", "H", "C", "N", "O", "O", "H", "H", "H", "C", "N", "O", "O", "H", "H", "H", "C", "N", "O", "O", "H", "H", "H"], "positions_angstrom": [[0.3344, 3.3940, -1.3816], [0.3008, -0.5166, 0.1271], [-0.6967, 0.4769, -0.4270], [-0.2429, 1.7969, -0.3298], [0.6373, -0.2669, 1.1350], [1.1277, -0.6771, -0.5639], [-0.1611, -1.5059, 0.0790], [-1.6448, 0.3228, 0.0926], [-0.6878, 0.1310, -1.4671], [1.2693, 1.9148, -3.4081], [1.8020, 2.3230, -2.3520], [1.6637, 2.1961, -4.6006], [0.2042, 2.7302, -3.3645], [-0.8155, -3.6190, 1.8762], [0.3370, -4.3267, 1.2382], [1.2570, -3.6477, 0.8260], [0.2003, -5.5275, 1.1424], [-1.4248, -3.3413, 1.0175], [-0.3568, -2.7139, 2.2700], [-1.1428, -4.3262, 2.6307], [-1.6556, 2.0318, 2.7889], [-1.9690, 1.9066, 4.2436], [-2.9302, 1.2407, 4.5863], [-1.2050, 2.3820, 5.0570], [-0.7649, 1.4709, 2.5219], [-1.6382, 3.0708, 2.4696], [-2.5151, 1.6212, 2.2623], [3.8715, 3.3907, 1.6395], [2.3952, 3.2850, 1.3742], [1.6992, 3.1021, 2.3368], [1.9897, 3.4767, 0.2396], [4.4575, 3.2599, 0.7313], [4.0978, 2.5954, 2.3425], [4.0720, 4.4210, 1.9268], [0.3373, -2.9900, -2.9694], [-0.6689, -3.3219, -4.0010], [-1.7415, -2.7778, -3.8465], [-0.4213, -4.1588, -4.8444], [0.4049, -1.9046, -3.0445], [1.3419, -3.3163, -3.2241], [-0.0527, -3.3167, -2.0105], [-3.9489, 0.5187, -4.0287], [-3.3173, 1.5668, -3.1547], [-3.3933, 1.4583, -1.9468], [-2.6109, 2.3775, -3.7264], [-4.7850, 0.2411, -3.3813], [-3.4353, -0.4410, -4.0407], [-4.4311, 0.8246, -4.9513], [-4.4573, -0.5823, 0.6136], [-4.0135, -1.3181, -0.5854], [-4.7355, -1.1791, -1.5553], [-3.0635, -2.0713, -0.5442], [-3.6011, -0.0771, 1.0537], [-4.9309, -1.3014, 1.2790], [-5.1930, 0.1465, 0.2870], [4.2019, -0.1502, -0.7333], [3.8701, -1.0287, -1.8713], [4.6327, -1.1253, -2.7995], [2.9077, -1.7537, -1.6758], [5.2718, 0.0493, -0.7858], [3.9239, -0.5092, 0.2519], [3.7716, 0.8361, -0.9177], [1.7197, 0.3964, 4.2275], [3.0733, 0.5834, 3.6793], [3.2647, 0.4220, 2.4912], [3.9348, 0.9618, 4.4578], [1.6469, 0.8114, 5.2299], [1.6836, -0.6689, 4.4662], [0.9492, 0.7271, 3.5409]], "forces_ev_per_a": [[-0.2, -3.7, 0.8], [0.0, -0.5, -0.1], [1.3, 0.1, -0.5], [0.0, 1.8, -0.1], [0.2, -0.2, 0.0], [0.4, 0.6, 0.3], [-0.2, 0.0, 0.5], [-0.3, 0.2, -0.4], [-1.2, 0.4, -0.3], [0.1, 10.0, -1.3], [5.3, -4.4, 3.6], [0.5, -3.7, 0.1], [-5.6, -1.1, -2.0], [1.5, 0.3, -0.2], [-0.4, 0.1, -0.1], [0.1, -0.5, 0.0], [0.6, -0.1, -0.2], [-0.7, -0.3, 0.4], [-0.4, 0.0, 0.3], [-0.8, 0.3, -0.2], [-1.2, 0.0, -0.7], [0.1, -0.7, 0.9], [-0.2, 0.1, -0.8], [0.5, 0.5, -0.4], [0.1, 0.3, 0.2], [0.6, 0.1, 0.5], [0.1, -0.3, 0.1], [0.2, -0.2, -0.8], [0.4, 0.5, 0.1], [-0.3, -0.2, 0.0], [0.2, 0.4, -0.4], [-0.5, -0.3, -0.2], [0.2, 0.5, 0.3], [-0.2, -0.2, 0.6], [0.7, 1.1, -0.5], [-0.2, -1.0, 0.3], [-0.3, 0.3, -0.3], [0.1, 0.3, 0.0], [-0.2, 0.0, 0.6], [-0.3, -0.7, 0.1], [0.2, 0.0, 0.0], [-2.4, -0.8, 2.0], [1.9, -0.5, -1.5], [-0.5, 0.1, -0.1], [-0.6, 0.3, 0.3], [-0.2, -0.1, -0.2], [0.9, 0.5, -0.3], [1.0, 0.6, -0.2], [0.0, 0.5, 0.3], [-0.9, -0.4, -0.8], [0.3, -0.2, 0.0], [0.2, 0.3, 0.4], [0.0, -0.3, 0.1], [0.3, 0.0, 0.1], [0.1, -0.1, 0.0], [1.1, 1.8, -0.1], [0.0, -1.5, 1.5], [-0.1, 0.5, -0.4], [-0.3, 0.2, -0.6], [0.0, -0.4, 0.0], [-0.3, -0.5, -0.4], [-0.5, -0.2, -0.1], [-0.2, -1.1, 1.0], [0.6, 1.3, 0.5], [-0.3, -0.3, -0.1], [-0.3, -0.3, -0.3], [0.2, 0.7, -0.4], [-0.3, -0.2, -0.6], [0.3, -0.1, -0.1]], "orbital_gap_ha": [0.288, 0.267], "spin_multiplicity": 6, "e_homo_ev": [-9.3060, -9.1971]}

=====

{"formula": "C11H30ClGaIO4P3", "method": "ωB97M-V/def2-TZVPD", "elements": ["C", "C", "H", "H", "H", "O", "I", "Ga", "P", "C", "C", "H", "H", "H", "H", "H", "H", "C", "H", "H", "H", "P", "C", "C", "H", "H", "H", "C", "H", "H", "H", "H", "H", "H", "Cl", "C", "O", "P", "O", "C", "O", "C", "H", "H", "H", "H", "H", "H", "H", "H", "H"], "positions_angstrom": [[-0.0489, 0.6298, -3.5872], [-0.2033, 0.4963, -2.1100], [-0.1704, 1.6728, -3.9090], [-0.7848, 0.0091, -4.1191], [0.9496, 0.2909, -3.9079], [-0.3872, 1.3598, -1.2774], [-0.0077, -1.1032, 1.6220], [-0.0195, -1.6057, -1.7092], [2.3394, -0.9907, -1.1290], [3.1052, 0.1983, 0.0247], [3.0991, -2.5592, -0.6078], [4.1590, -2.5612, -0.8920], [4.3117, -0.6930, -2.4737], [2.5906, -3.3984, -1.0965], [2.9428, -1.3022, -3.4680], [3.2459, -0.2632, 1.0065], [3.0016, -2.6593, 0.4796], [3.2347, -0.6015, -2.6744], [4.0894, 0.4875, -0.3708], [3.0059, 0.4267, -2.9823], [2.4903, 1.0993, 0.1541], [-2.4050, -1.0841, -1.0993], [-3.0618, 0.1183, 0.1192], [-3.3481, -0.6356, -2.6047], [-2.6754, -3.4870, -1.0746], [-4.2343, -2.6290, -0.8344], [-3.0449, -2.7457, 0.5160], [-3.1693, -2.6479, -0.5695], [-3.0184, -1.2425, -3.4592], [-4.4130, -0.8224, -2.4009], [-4.0686, 0.4306, -0.1992], [-2.4250, 1.0092, 0.1730], [-3.1946, 0.4294, -2.8259], [-3.1221, -0.3346, 1.1125], [-0.0060, -3.6058, -2.5906], [1.6150, 0.6031, 4.5826], [1.4734, 1.3626, 3.3326], [0.3464, 1.2402, 2.2580], [-0.9882, 1.8415, 2.8385], [-1.6212, 1.3819, 4.0819], [0.7669, 2.1520, 1.0558], [0.1066, 3.4266, 0.7760], [1.3099, -0.4493, 4.4513], [1.0247, 1.0843, 5.3822], [2.6866, 0.6540, 4.8110], [-1.5753, 0.2832, 4.1678], [-1.1512, 1.8754, 4.9467], [-2.6649, 1.6958, 3.9909], [-0.9452, 3.2488, 0.5343], [0.2252, 4.0876, 1.6420], [0.6345, 3.8260, -0.0866]], "forces_ev_per_a": [[-0.1, 1.8, -0.6], [0.6, -2.0, -1.0], [0.0, -0.1, -0.2], [0.1, 0.0, 0.3], [-0.3, 0.0, 0.2], [-0.1, -0.3, -0.5], [0.3, 1.1, 0.9], [-0.4, 2.1, -0.1], [1.2, -1.2, 0.2], [-0.4, 0.5, 0.3], [0.2, -0.1, -0.1], [-0.2, -0.1, 0.2], [-0.3, 0.0, -0.1], [0.2, 0.1, 0.1], [0.1, 0.2, 0.1], [0.0, 0.0, -0.1], [0.1, -0.1, -0.2], [-0.4, 0.0, -0.1], [-0.3, -0.1, 0.1], [0.1, -0.2, 0.0], [0.3, -0.2, -0.2], [-1.1, -1.1, 0.6], [0.2, 0.4, 0.0], [0.5, 0.0, -0.1], [-0.2, 0.1, 0.1], [0.2, -0.2, 0.3], [-0.1, -0.1, -0.2], [-0.2, 0.0, -0.1], [-0.2, 0.2, 0.2], [0.3, 0.1, -0.1], [0.3, -0.2, 0.1], [-0.1, -0.2, -0.1], [-0.1, -0.3, 0.0], [0.0, 0.0, -0.2], [0.0, 0.9, 0.4], [0.2, -0.2, 0.4], [-0.4, -0.6, -0.6], [-0.2, 1.3, 0.3], [0.6, -0.8, -0.4], [-0.3, 0.0, 0.2], [-0.3, -1.4, 1.5], [-0.3, 0.6, -0.1], [0.1, 0.5, -0.1], [0.3, -0.2, -0.5], [-0.4, 0.0, 0.0], [0.1, 0.4, -0.1], [-0.1, -0.2, -0.5], [0.3, -0.1, 0.1], [0.3, 0.1, 0.1], [-0.1, -0.2, -0.3], [-0.1, -0.1, 0.1]], "orbital_gap_ha": 0.216, "total_charge": 2, "e_homo_ev": -13.1924, "relative_energy_kcal_mol": 0.00}

=====

{"formula": "C11H30Cu4O13", "method": "ωB97M-V/def2-TZVPD", "elements": ["Cu", "Cu", "Cu", "Cu", "C", "O", "O", "O", "C", "C", "O", "O", "H", "H", "H", "H", "H", "H", "C", "C", "O", "O", "H", "H", "H", "H", "H", "H", "C", "C", "O", "O", "H", "H", "H", "H", "H", "H", "C", "C", "O", "O", "H", "H", "H", "H", "H", "H", "C", "C", "O", "O", "H", "H", "H", "H", "H", "H"], "positions_angstrom": [[2.7442, 2.1819, -1.1755], [2.3944, 0.3101, 1.4587], [0.9603, 3.8724, 0.6091], [-2.1558, 2.9017, -0.8278], [0.3390, 1.1975, -0.4117], [0.3387, 2.2765, -0.9575], [1.3460, 0.4447, -0.5557], [-0.6382, 1.0832, 0.4050], [-3.1394, -1.1170, 0.4947], [-3.8612, -2.5001, 0.1506], [-4.3830, -3.0236, 1.3675], [-4.2531, -0.2563, 0.8983], [-2.6132, -0.7142, -0.3707], [-2.3551, -1.2766, 1.2345], [-3.1488, -3.2050, -0.2779], [-4.6443, -2.3123, -0.5840], [-4.8021, -3.8457, 1.1027], [-4.7082, -0.7872, 1.5561], [0.3725, -2.2584, 1.0417], [1.5119, -3.2498, 1.3388], [1.7761, -4.0598, 0.2019], [0.4930, -1.2492, 1.9777], [-0.5849, -2.7647, 1.1650], [0.4409, -1.9565, -0.0034], [1.3440, -3.7364, 2.2996], [2.4106, -2.6568, 1.5081], [2.6099, -4.5192, 0.3257], [-0.0658, -0.5664, 1.5994], [5.0046, 0.4489, -2.7341], [4.4957, -0.4782, -1.5841], [3.3073, -1.0992, -1.9908], [3.9770, 1.3770, -3.0735], [5.2370, -0.2031, -3.5761], [5.8423, 1.1217, -2.5507], [4.4154, -0.0883, -0.5693], [5.1988, -1.3038, -1.4735], [2.6123, -0.6294, -1.5239], [3.4717, 0.8234, -3.6734], [-0.5035, 1.8411, 5.2862], [-0.2689, 1.6908, 3.7417], [-1.3438, 1.3479, 3.0180], [-1.4394, 2.7923, 5.5913], [0.3671, 1.8385, 5.9419], [-0.9453, 0.9162, 5.6570], [0.5624, 1.0366, 3.4790], [-0.0512, 2.7323, 3.5052], [-1.0839, 1.3519, 2.0939], [-2.2901, 2.4655, 5.2892], [-0.7341, 1.2617, -3.9827], [-2.1802, 1.4538, -3.8250], [-2.5432, 1.1419, -2.4692], [-0.0009, 2.4101, -3.7588], [-0.6715, 1.1470, -5.0649], [-0.3010, 0.3795, -3.5114], [-2.7155, 0.8402, -4.5496], [-2.5005, 2.4883, -3.9489], [-2.7522, 0.2057, -2.5074], [0.1054, 2.4767, -2.8070]], "forces_ev_per_a": [[-0.4, -1.1, -1.3], [-1.2, -1.1, -0.5], [-0.6, -0.8, -0.7], [0.3, -1.6, -0.3], [-2.4, -2.8, 5.0], [1.7, 8.5, -3.9], [2.1, -1.0, 0.9], [0.3, -2.0, -0.1], [-2.5, -1.5, -0.4], [1.6, 1.2, 0.3], [0.1, 0.3, -0.6], [2.1, -0.1, -0.4], [-0.4, 0.2, -0.2], [-0.3, 0.1, 0.6], [0.2, -0.1, -0.1], [-0.1, 0.1, 0.0], [-0.3, -0.2, 0.4], [-0.3, 0.0, 0.3], [0.6, -3.1, -0.8], [0.4, 0.6, -0.7], [-0.7, 0.1, 0.5], [0.8, 2.1, 0.3], [-0.1, 0.0, 0.1], [0.2, 0.4, 0.0], [-0.2, -0.6, -0.2], [0.3, 0.6, 0.2], [0.0, -0.2, 0.1], [-0.7, 0.8, 0.4], [0.3, 0.1, 1.6], [1.5, -0.9, -1.2], [-0.5, 0.5, 0.2], [-0.9, 0.0, 0.2], [-0.1, 0.1, -0.1], [0.4, -0.7, 0.5], [-0.1, 0.9, 0.2], [0.5, 0.2, 0.0], [-0.7, -0.3, -0.3], [-1.1, 0.5, -0.3], [-0.6, -3.2, -0.3], [1.8, 1.7, 1.9], [-2.5, -1.0, -0.4], [-0.2, 1.7, -0.1], [0.4, 1.0, -0.6], [0.0, -0.8, -0.4], [0.7, -0.2, 0.4], [0.9, 0.8, -0.4], [-0.4, -0.2, -0.3], [-0.2, 0.1, 0.1], [0.3, 0.0, -2.8], [-0.9, 0.2, 0.9], [-0.5, 0.3, 0.5], [0.9, 1.1, 1.0], [0.6, -0.5, -0.2], [-0.3, -0.2, 0.2], [-0.3, -0.1, 0.3], [0.4, 0.0, -0.5], [-0.2, -0.1, 0.8], [0.2, 0.3, 0.1]], "orbital_gap_ha": 0.176, "total_charge": 2, "e_homo_ev": -14.5069, "relative_energy_kcal_mol": 63.64}